Entry 1:
Molecular formula: C57H43F5FeN6O2SbSe
Method: DFT, wB97M-V/def2-TZVPD

Last column: Mulliken spin population.
Cartesian coordinates (Å):
Fe (-1.423, 0.640, 0.347)  3.81
C (-1.143, 1.226, -3.334)  0.01
C (-1.808, 2.441, -2.754)  -0.04
C (-1.500, 3.717, -3.205)  0.00
C (-2.194, 4.822, -2.734)  0.01
C (-3.242, 4.648, -1.843)  0.00
C (-3.566, 3.388, -1.356)  0.04
C (-4.686, 3.196, -0.376)  0.00
C (-2.806, 2.279, -1.775)  -0.06
N (-2.962, 1.033, -1.144)  0.13
C (-4.048, 0.275, -1.336)  0.06
O (-4.937, 0.448, -2.163)  0.02
C (-4.078, -0.899, -0.397)  -0.01
C (-5.032, -1.900, -0.485)  0.00
C (-5.009, -2.917, 0.458)  0.00
C (-4.043, -2.892, 1.457)  0.00
C (-3.134, -1.845, 1.469)  0.00
N (-3.155, -0.887, 0.554)  0.05
C (-2.115, -1.685, 2.562)  0.05
O (-2.178, -2.373, 3.581)  0.01
N (-1.256, -0.696, 2.304)  0.01
C (-0.205, -0.345, 3.161)  -0.03
C (0.896, -1.191, 3.422)  0.01
C (0.815, -2.674, 3.207)  0.00
C (2.053, -0.633, 3.958)  0.00
C (2.114, 0.701, 4.326)  0.01
C (0.961, 1.468, 4.275)  0.00
C (-0.209, 0.953, 3.731)  0.02
C (-1.508, 1.699, 3.869)  0.00
H (-0.191, 1.488, -3.795)  0.00
H (-0.996, 0.467, -2.566)  0.02
H (-1.787, 0.781, -4.096)  0.00
H (-0.711, 3.844, -3.937)  0.00
H (-1.924, 5.814, -3.075)  0.00
H (-3.817, 5.507, -1.517)  0.00
H (-5.108, 4.152, -0.073)  0.00
H (-5.471, 2.591, -0.832)  0.00
H (-4.335, 2.664, 0.512)  0.00
H (-5.762, -1.849, -1.280)  0.00
H (-5.739, -3.714, 0.422)  0.00
H (-3.982, -3.641, 2.233)  0.00
H (0.434, -2.938, 2.223)  0.00
H (1.788, -3.146, 3.347)  0.00
H (0.109, -3.093, 3.925)  0.00
H (2.920, -1.268, 4.102)  0.00
H (3.035, 1.116, 4.715)  0.00
H (0.957, 2.474, 4.679)  0.00
H (-1.372, 2.777, 3.802)  0.01
H (-2.232, 1.376, 3.122)  0.01
H (-1.934, 1.474, 4.850)  0.00
F (1.052, 8.110, -1.099)  0.01
C (0.545, 6.968, -0.673)  0.06
C (-0.616, 6.960, 0.088)  -0.02
F (-1.208, 8.108, 0.396)  0.00
C (-1.141, 5.764, 0.534)  0.02
F (-2.239, 5.783, 1.278)  0.00
C (-0.543, 4.538, 0.232)  0.12
Se (-1.246, 2.944, 0.950)  0.66
C (0.617, 4.584, -0.536)  -0.03
F (1.235, 3.450, -0.852)  0.00
C (1.168, 5.769, -0.978)  -0.03
F (2.297, 5.755, -1.681)  0.00
C (0.320, -7.693, 0.391)  0.00
C (-0.942, -7.121, 0.379)  0.00
C (-1.086, -5.755, 0.185)  0.00
C (0.024, -4.941, -0.018)  0.00
C (1.289, -5.522, 0.017)  0.00
C (1.436, -6.889, 0.216)  0.00
Sb (-0.243, -2.792, -0.342)  0.09
C (1.884, -2.596, -0.745)  0.01
C (2.504, -2.974, -1.931)  0.00
C (3.886, -2.919, -2.053)  0.00
C (4.665, -2.478, -0.992)  0.00
C (4.051, -2.105, 0.197)  0.00
C (2.670, -2.163, 0.318)  0.00
C (-1.238, -3.016, -2.253)  -0.01
C (-0.761, -2.515, -3.459)  0.00
C (-1.542, -2.582, -4.605)  0.00
C (-2.808, -3.144, -4.558)  0.00
C (-3.293, -3.639, -3.356)  0.00
C (-2.516, -3.564, -2.210)  0.00
H (0.435, -8.757, 0.552)  0.00
H (-1.820, -7.739, 0.524)  0.00
H (-2.081, -5.326, 0.196)  0.00
H (2.175, -4.917, -0.115)  0.00
H (2.427, -7.325, 0.234)  0.00
H (1.910, -3.341, -2.760)  0.00
H (4.352, -3.249, -2.973)  0.00
H (5.743, -2.442, -1.088)  0.00
H (4.644, -1.772, 1.041)  0.00
H (2.212, -1.868, 1.255)  0.00
H (0.227, -2.072, -3.510)  0.00
H (-1.159, -2.186, -5.538)  0.00
H (-3.419, -3.182, -5.449)  0.00
H (-4.283, -4.075, -3.309)  0.00
H (-2.918, -3.935, -1.275)  0.00
N (7.901, 4.248, 3.159)  0.00
C (7.008, 3.739, 2.645)  0.00
C (5.917, 3.095, 1.983)  0.00
C (4.600, 3.415, 2.306)  0.00
C (3.561, 2.802, 1.633)  0.00
C (3.834, 1.869, 0.638)  -0.01
C (5.146, 1.537, 0.322)  0.00
C (6.185, 2.152, 0.992)  0.00
N (2.768, 1.251, -0.051)  0.01
C (2.735, 0.876, -1.377)  0.01
C (1.481, 0.413, -1.608)  0.02
N (0.739, 0.498, -0.454)  -0.14
C (1.546, 1.004, 0.456)  0.06
H (4.393, 4.146, 3.075)  0.00
H (2.536, 3.064, 1.861)  0.01
H (5.347, 0.799, -0.443)  0.00
H (7.211, 1.910, 0.751)  0.00
H (3.586, 0.967, -2.026)  0.00
H (1.068, 0.021, -2.519)  0.00
H (1.287, 1.181, 1.491)  0.00

Frontier orbital gap (spin up / spin down): 0.27345 / 0.18136 hartree
LUMO level (spin up / spin down): -0.4702 / -2.9790 eV
Spin multiplicity: 6
Total charge: 0
⟨S²⟩: 8.776

Entry 2:
Molecular formula: C3H12O4
Method: DFT, wB97M-V/def2-TZVPD

Last column: Löwdin charge in e.
Cartesian coordinates (Å):
C (-0.344, 1.274, -0.454)  -0.26
O (1.030, 1.381, -0.100)  -0.09
C (-0.512, 0.914, -1.944)  -0.12
C (-0.541, -0.367, -2.331)  0.01
H (-0.845, 0.472, 0.134)  0.10
H (-0.967, 2.079, -0.199)  0.09
H (1.012, 1.431, 0.891)  0.10
H (-0.892, 1.629, -2.681)  0.09
H (-0.840, -0.692, -3.341)  0.06
H (-0.166, -1.171, -1.734)  0.03
H (2.670, -1.379, -0.128)  0.04
H (1.679, -0.282, -0.381)  0.03
O (1.761, -1.278, -0.420)  -0.08
H (-0.554, -2.623, 1.718)  0.06
H (-0.428, -1.471, 0.699)  0.02
O (-0.712, -1.681, 1.607)  -0.06
H (-0.804, 0.931, 3.499)  0.05
H (-0.305, -0.050, 2.455)  -0.01
O (-0.241, 0.883, 2.711)  -0.06

Frontier orbital gap: 0.38575 hartree
Relative energy (zero: lowest compared OMol25 entry of this formula, charge and spin): 1.102 eV
LUMO level: 0.6032 eV
Total charge: 0
SMILES: C=CCO.O.O.O